DFT (wB97M-V/def2-TZVPD) results for one molecule with the formula C4H6O2.

XYZ file:
```
12
Properties=species:S:1:pos:R:3:forces:R:3
C 1.74159 0.33672 -0.55037 0.017 -0.036 -0.030
C 0.35585 0.31081 0.01013 0.050 -0.207 -0.130
O 0.07332 1.46038 0.65813 -0.179 -0.037 0.073
C -0.49128 -0.72902 -0.15079 0.023 0.054 -0.054
C -1.90934 -0.70554 0.17480 -0.080 -0.141 -0.017
O -2.67644 -1.62461 -0.02666 0.238 0.310 0.122
H 1.91251 -0.52494 -1.19776 -0.010 0.115 0.130
H 2.49000 0.34774 0.24825 -0.128 0.016 -0.058
H 1.86936 1.25366 -1.13522 -0.010 -0.116 0.084
H -0.78875 1.40106 1.09276 0.118 0.045 -0.093
H -0.12417 -1.62840 -0.63286 -0.047 0.144 -0.017
H -2.30927 0.25044 0.59339 0.008 -0.146 -0.012
```
Forces are in eV/Å.

The value obtained for the highest occupied orbital energy is -9.5 eV. The charge is 0. For the energy above the lowest of the compared OMol25 structures with the same formula, charge and spin, the calculation gives 22.66 kcal/mol. The LUMO energy is 0.49 eV.



DFT (wB97M-V/def2-TZVPD) results for one molecule with the formula C4H6O2.

XYZ file:
```
12
Properties=species:S:1:pos:R:3:forces:R:3
C 1.21757 -0.14623 -1.34297 0.036 -0.084 -0.025
C -0.12591 -0.32803 -0.70899 -0.335 -0.373 -0.563
O -1.07538 -0.91121 -1.14505 0.557 0.290 0.255
C -0.03926 0.21421 1.04204 -0.040 0.106 0.383
O 1.08363 0.53140 1.39742 -0.304 -0.091 -0.090
C -1.31828 0.08709 1.54781 0.117 -0.049 0.048
H 1.30153 -0.82681 -2.19207 -0.033 0.104 0.107
H 1.30672 0.88945 -1.69197 -0.047 -0.112 0.092
H 2.00924 -0.31103 -0.61145 -0.109 0.025 -0.095
H -1.54175 0.29524 2.59051 0.073 -0.024 -0.133
H -0.70816 0.79727 0.13464 -0.052 0.105 -0.023
H -2.07782 -0.36324 0.91793 0.138 0.101 0.042
```
Forces are in eV/Å.

The value obtained for the highest occupied orbital energy is -8.9 eV. The charge is 0. For the energy above the lowest of the compared OMol25 structures with the same formula, charge and spin, the calculation gives 97.83 kcal/mol. The LUMO energy is -0.49 eV.



DFT (wB97M-V/def2-TZVPD) results for one molecule with the formula C4H6O2.

XYZ file:
```
12
Properties=species:S:1:pos:R:3:forces:R:3
C 0.92497 -0.07994 0.91578 0.107 -0.328 0.122
O 0.87065 1.35403 0.93575 0.086 0.126 0.079
C -0.20972 1.39724 -0.01237 -0.251 0.063 -0.243
C -0.22362 -0.13257 -0.06920 0.186 0.055 0.016
C -0.54976 -1.21880 -0.98690 0.116 -0.041 -0.259
O -1.37531 -0.90975 0.13542 -0.163 -0.042 0.207
H 1.88218 -0.44392 0.52130 -0.107 0.047 0.107
H 0.71117 -0.54427 1.88479 0.054 0.137 -0.038
H -1.11961 1.82140 0.43096 0.091 -0.120 -0.103
H 0.06010 1.96643 -0.91025 -0.041 -0.232 0.055
H -0.98805 -1.06315 -1.97037 0.008 0.150 0.166
H 0.01701 -2.14669 -0.87491 -0.087 0.184 -0.108
```
Forces are in eV/Å.

The value obtained for the highest occupied orbital energy is -9.9 eV. The charge is 0. For the energy above the lowest of the compared OMol25 structures with the same formula, charge and spin, the calculation gives 67.02 kcal/mol. The LUMO energy is 0.97 eV.



DFT (wB97M-V/def2-TZVPD) results for one molecule with the formula C4H6O2.

XYZ file:
```
12
Properties=species:S:1:pos:R:3:forces:R:3
C 0.06026 0.16965 -2.08197 0.090 0.137 -0.501
O -0.40653 -0.49578 -0.90742 -0.112 0.340 0.345
C -1.00617 0.43049 -0.15354 0.392 -0.085 0.109
C -0.25728 0.48055 1.12941 -0.291 0.286 0.085
C 0.16744 -0.72106 1.86403 -0.096 -0.310 0.260
O 1.09616 -0.00265 1.10529 0.103 0.049 0.109
H 1.13391 0.30632 -1.91888 -0.169 0.037 -0.287
H -0.13935 -0.41033 -2.97963 -0.012 -0.150 0.066
H -0.42927 1.14760 -2.11568 0.101 -0.097 -0.334
H -0.37195 1.42772 1.65121 -0.066 -0.222 0.166
H -0.11826 -1.69280 1.46407 0.064 0.101 0.058
H 0.27105 -0.63971 2.94311 -0.004 -0.085 -0.076
```
Forces are in eV/Å.

The value obtained for the highest occupied orbital energy is -8.5 eV. The charge is 0. For the energy above the lowest of the compared OMol25 structures with the same formula, charge and spin, the calculation gives 125.86 kcal/mol. The LUMO energy is 0.06 eV.



Repeat the third record exactly.
DFT (wB97M-V/def2-TZVPD) results for one molecule with the formula C4H6O2.

XYZ file:
```
12
Properties=species:S:1:pos:R:3:forces:R:3
C 0.92497 -0.07994 0.91578 0.107 -0.328 0.122
O 0.87065 1.35403 0.93575 0.086 0.126 0.079
C -0.20972 1.39724 -0.01237 -0.251 0.063 -0.243
C -0.22362 -0.13257 -0.06920 0.186 0.055 0.016
C -0.54976 -1.21880 -0.98690 0.116 -0.041 -0.259
O -1.37531 -0.90975 0.13542 -0.163 -0.042 0.207
H 1.88218 -0.44392 0.52130 -0.107 0.047 0.107
H 0.71117 -0.54427 1.88479 0.054 0.137 -0.038
H -1.11961 1.82140 0.43096 0.091 -0.120 -0.103
H 0.06010 1.96643 -0.91025 -0.041 -0.232 0.055
H -0.98805 -1.06315 -1.97037 0.008 0.150 0.166
H 0.01701 -2.14669 -0.87491 -0.087 0.184 -0.108
```
Forces are in eV/Å.

The value obtained for the highest occupied orbital energy is -9.9 eV. The charge is 0. For the energy above the lowest of the compared OMol25 structures with the same formula, charge and spin, the calculation gives 67.02 kcal/mol. The LUMO energy is 0.97 eV.



> Which formula does entry 1 have?

C4H6O2



> The highest highest occupied orbital energy belongs to which entry?

number 4